Entry 1:
Density functional theory data (wB97M-V/def2-TZVPD) for a 2-piece molecular cluster, C27H43FN3O4 overall at a distorted geometry.

Structure (XYZ):
```
78
Properties=species:S:1:pos:R:3:lowdin_charge:R:1
C 5.14 -0.68 -0.15 0.0220
C 5.84 -0.15 1.07 -0.5520
O 6.96 -0.39 1.32 0.1526
O 5.05 0.61 1.89 -0.0406
C 5.53 1.95 2.08 -0.1617
C 5.14 2.88 0.93 -0.1556
C 3.83 3.64 1.18 -0.1933
C 2.61 2.83 0.73 -0.2177
C 2.28 2.95 -0.78 -0.1878
C 0.86 3.48 -1.07 -0.1778
C -0.02 2.46 -1.84 -0.1697
C -1.41 2.23 -1.20 -0.1128
C -1.46 0.93 -0.45 -0.0817
C -0.40 0.60 0.38 0.0572
N -0.35 -0.57 1.05 0.1667
C -1.33 -1.49 0.95 -0.1297
C -1.16 -2.78 1.72 -0.3250
C -1.34 -4.01 0.82 0.0004
F -2.02 -2.79 2.78 0.0397
C -2.42 -1.22 0.15 0.1217
C -2.51 -0.01 -0.54 -0.2020
O -3.60 0.23 -1.29 -0.0181
C -4.49 1.24 -0.69 -0.1107
C -5.93 0.99 -1.11 -0.1845
N -6.70 0.50 0.04 -0.0459
C -8.14 0.70 -0.13 -0.1933
C -8.86 0.70 1.20 -0.4269
C -8.79 2.06 1.93 -0.0322
O -8.35 -0.36 1.99 -0.0442
H 5.75 -0.45 -1.01 0.0957
H 5.02 -1.75 -0.02 0.0850
H 4.17 -0.21 -0.29 0.0621
H 5.14 2.28 3.04 0.1259
H 6.61 1.94 2.17 0.1216
H 5.93 3.61 0.82 0.1179
H 5.04 2.31 0.01 0.1145
H 3.81 4.62 0.71 0.1140
H 3.73 3.78 2.26 0.1066
H 2.78 1.79 1.00 0.0921
H 1.74 3.16 1.30 0.0980
H 2.39 1.96 -1.22 0.0941
H 3.02 3.59 -1.25 0.1104
H 0.37 3.74 -0.14 0.0965
H 0.98 4.35 -1.70 0.1100
H 0.50 1.52 -1.97 0.1046
H -0.21 2.85 -2.84 0.1118
H -2.16 2.24 -1.98 0.1134
H -1.61 3.05 -0.52 0.1277
H 0.43 1.28 0.51 0.1313
H 0.45 -0.76 1.64 0.1835
H -0.14 -2.80 2.10 0.1455
H -1.10 -3.73 -0.20 0.0897
H -2.36 -4.37 0.88 0.0959
H -0.64 -4.78 1.12 0.0870
H -3.20 -1.95 0.07 0.1528
H -4.17 2.23 -0.98 0.1144
H -4.43 1.16 0.39 0.1330
H -5.98 0.34 -1.98 0.1307
H -6.35 1.95 -1.40 0.1180
H -6.56 -0.50 0.10 0.1148
H -8.57 -0.09 -0.76 0.1241
H -8.36 1.65 -0.62 0.1173
H -9.92 0.50 1.01 0.1345
H -8.21 2.77 1.35 0.0689
H -8.29 1.93 2.89 0.0770
H -9.78 2.46 2.11 0.0728
H -8.95 -0.50 2.73 0.0944
N 5.60 -3.84 -2.39 0.0436
C 4.93 -4.99 -2.47 -0.1662
C 5.47 -6.23 -2.16 -0.0752
C 6.80 -6.28 -1.76 -0.0759
C 7.51 -5.10 -1.67 -0.0668
C 6.87 -3.92 -2.00 -0.1581
H 3.90 -4.91 -2.79 0.0976
H 4.87 -7.13 -2.24 0.1010
H 7.26 -7.23 -1.51 0.1080
H 8.55 -5.10 -1.36 0.1047
H 7.40 -2.97 -1.94 0.1027
```

Results
Gap between HOMO and LUMO (eV): 7.7
Strongest force on any atom (eV/A): 1.47
Total energy (eV): -44067.072
Total charge: +1
Energy above the lowest of the compared OMol25 structures with the same formula, charge and spin (kJ/mol): 0.0

***

Entry 2:
Density functional theory data (wB97M-V/def2-TZVPD) for C27H43N7NaO2 as an isolated structure.

Structure (XYZ):
```
80
Properties=species:S:1:pos:R:3:lowdin_charge:R:1
Na 0.07 -0.09 -0.03 0.2721
C 1.45 -0.49 2.84 -0.0775
N 0.05 -0.82 3.04 -0.2018
C -0.63 0.28 3.70 -0.2157
C -2.12 0.10 3.95 -0.1756
C -2.94 -0.58 2.85 -0.2494
N -2.81 0.02 1.54 0.0632
C -3.90 0.26 0.94 -0.1270
C -4.11 0.70 -0.44 -0.1453
C -5.43 1.01 -0.80 -0.0868
C -5.78 1.37 -2.08 -0.1386
C -4.78 1.38 -3.06 -0.1195
C -3.48 1.06 -2.75 -0.0301
C -3.07 0.72 -1.43 -0.3813
O -1.85 0.46 -1.17 -0.1301
C -0.10 -2.09 3.71 -0.2194
C 0.23 -3.30 2.83 -0.1616
C -0.37 -3.26 1.42 -0.2146
N 0.50 -2.53 0.51 0.0334
C 1.34 -3.25 -0.12 -0.1262
C 2.47 -2.81 -0.93 -0.1544
C 3.15 -3.80 -1.65 -0.0787
C 4.28 -3.53 -2.39 -0.1328
C 4.76 -2.21 -2.40 -0.1148
C 4.13 -1.22 -1.70 -0.0430
C 2.94 -1.45 -0.93 -0.4034
O 2.36 -0.50 -0.32 -0.1030
H 1.54 0.47 2.34 0.0770
H 1.99 -0.43 3.81 0.0913
H 1.94 -1.22 2.20 0.0717
H -0.47 1.15 3.07 0.0865
H -0.15 0.50 4.68 0.1186
H -2.54 1.09 4.15 0.1078
H -2.28 -0.48 4.87 0.0998
H -3.99 -0.61 3.18 0.1028
H -2.61 -1.62 2.76 0.0872
H -4.85 0.09 1.48 0.1072
H -6.19 0.97 -0.02 0.0964
H -6.81 1.61 -2.32 0.0800
H -5.04 1.64 -4.08 0.0915
H -2.72 1.05 -3.52 0.0967
H -1.14 -2.19 4.04 0.0969
H 0.52 -2.13 4.63 0.1205
H -0.13 -4.19 3.35 0.1043
H 1.31 -3.42 2.73 0.1056
H -1.35 -2.77 1.44 0.0978
H -0.52 -4.29 1.07 0.1019
H 1.26 -4.35 -0.04 0.1173
H 2.77 -4.81 -1.61 0.0998
H 4.78 -4.31 -2.94 0.0809
H 5.66 -1.97 -2.97 0.0919
H 4.52 -0.21 -1.71 0.0949
N 0.27 -0.83 -2.95 0.0467
C 1.15 0.24 -3.41 -0.2457
C 0.66 1.64 -3.07 -0.1974
N 0.79 2.05 -1.67 -0.1511
C -0.14 3.15 -1.42 -0.1958
C -0.39 3.51 0.03 -0.2487
N -0.76 2.33 0.81 0.0316
C 2.18 2.40 -1.39 -0.1823
C 2.55 2.57 0.09 -0.2727
N 3.84 2.00 0.46 -0.0012
H 0.71 -1.38 -2.23 0.0312
H -0.59 -0.44 -2.56 0.0319
H 1.24 0.20 -4.50 0.0990
H 2.16 0.08 -3.02 0.0844
H -0.40 1.68 -3.33 0.1005
H 1.17 2.37 -3.73 0.1184
H -1.10 2.86 -1.85 0.1051
H 0.20 4.07 -1.95 0.1230
H -1.19 4.27 0.02 0.1089
H 0.48 3.98 0.49 0.0861
H -1.44 1.76 0.30 0.0298
H -1.20 2.59 1.68 0.0665
H 2.47 3.30 -1.97 0.1183
H 2.79 1.57 -1.76 0.0888
H 1.79 2.08 0.70 0.0764
H 2.55 3.62 0.37 0.0953
H 4.58 2.36 -0.13 0.0548
H 3.78 1.00 0.29 0.0336
```

Results
Gap between HOMO and LUMO (eV): 6.6
Strongest force on any atom (eV/A): 0.11
Total energy (eV): -47642.338
Total charge: -1
Energy above the lowest of the compared OMol25 structures with the same formula, charge and spin (kJ/mol): 1.7